*1*
This record from OMol25 describes an isolated molecule of C3H7N5. The level of theory is ωB97M-V/def2-TZVPD.

**Gap between HOMO and LUMO**: 10.4 eV
**SMILES**: CN(C)n1cnnn1

Structure (XYZ):
```
15
Properties=species:S:1:pos:R:3:lowdin_charge:R:1
C -1.61571 1.53615 0.04235 -0.05
N -1.22803 0.17158 -0.30812 -0.24
C -1.89028 -0.91212 0.39126 -0.05
N 0.07806 -0.03738 -0.14312 -0.20
C 0.81384 -0.02677 0.93462 -0.19
N 2.01194 -0.35838 0.60339 0.01
N 2.05491 -0.40899 -0.68623 -0.05
N 0.88656 -0.20841 -1.19008 0.09
H -0.92571 2.10247 -0.55838 0.08
H -1.17210 1.74373 1.10588 0.11
H -2.70108 1.76065 -0.08107 0.10
H -2.96736 -0.67912 0.29210 0.10
H -1.49171 -0.98313 1.41602 0.08
H -1.62966 -1.72738 -0.26439 0.09
H 0.41643 0.09035 1.94950 0.14
```

*2*
This record from OMol25 describes a cluster of 2 separate species, C3H7N5 in total. The level of theory is ωB97M-V/def2-TZVPD.

**Gap between HOMO and LUMO**: 8.8 eV
**SMILES**: N=C1NN1.NC#CN

Structure (XYZ):
```
15
Properties=species:S:1:pos:R:3:lowdin_charge:R:1
N 0.12045 -0.13675 -2.20319 0.14
C 0.46002 0.83414 -1.48809 -0.50
N 1.41922 1.89821 -1.46419 0.06
N 0.04807 2.03125 -0.95222 0.06
H 0.86083 -0.68568 -2.62656 0.06
H 2.36512 1.75080 -1.13344 0.10
H -0.81601 2.50550 -1.18380 0.12
N 0.58713 -1.97539 2.58747 0.02
C 0.01160 -1.15671 1.69543 -0.19
C -0.69164 -0.71967 0.78392 -0.21
N -1.79852 -0.30641 0.13252 0.03
H -0.01871 -2.58693 3.12336 0.09
H 1.33954 -1.57295 3.13244 0.08
H -2.14023 0.58894 0.46515 0.09
H -1.74687 -0.46836 -0.86879 0.05
```

*3*
This record from OMol25 describes an isolated molecule of C3H7N5. The level of theory is ωB97M-V/def2-TZVPD.

**Gap between HOMO and LUMO**: 8.1 eV
**SMILES**: N/N=c1/[nH]ccn1N

Structure (XYZ):
```
15
Properties=species:S:1:pos:R:3:lowdin_charge:R:1
N 0.24583 0.49866 -2.26410 -0.11
N 0.41139 1.37741 -0.94635 -0.03
C 0.36255 0.57033 0.06923 -0.42
N 1.04732 0.80075 1.17920 0.11
C 0.72876 -0.23506 2.09854 -0.09
C -0.24692 -1.03676 1.45628 -0.13
N -0.46392 -0.59554 0.25906 -0.16
N -1.42389 -1.03354 -0.63307 0.06
H 1.33283 0.69628 -2.53043 0.12
H -0.46575 1.00439 -2.91562 0.08
H 1.82746 1.28635 1.26259 0.09
H 1.06841 -0.26254 3.17153 0.11
H -1.13713 -1.72837 1.97545 0.18
H -2.20046 -0.44558 -0.45251 0.06
H -1.08648 -0.89679 -1.72979 0.14
```

*1* is the most stable structure; the next one sits 0.0477 hartree above it.

*1*
This record from OMol25 describes an isolated molecule of C4H7ClN2. The level of theory is ωB97M-V/def2-TZVPD.

**Gap between HOMO and LUMO**: 8.5 eV

Structure (XYZ):
```
14
Properties=species:S:1:pos:R:3:lowdin_charge:R:1
C -0.00064 2.26637 -0.26324 0.04
C 1.01051 0.28780 0.46991 -0.28
C -1.33952 0.62152 0.68078 -0.62
C -0.39678 -1.42270 -0.54109 -0.05
N 0.99600 1.53580 -0.23514 -0.04
N -0.30187 -0.27475 0.55216 -0.24
Cl -2.86139 0.33948 -0.10820 0.60
H -0.27373 3.19167 -0.78071 0.06
H 1.64919 -0.37283 -0.20239 0.13
H 1.41259 0.38034 1.51615 0.14
H -1.43325 0.83679 1.67514 0.03
H 0.38690 -2.15415 -0.33676 0.06
H -1.32116 -2.04968 -0.39059 0.08
H -0.03574 -0.90531 -1.43314 0.08
```

*2*
This record from OMol25 describes a cluster of 2 separate species, C4H7ClN2 in total. The level of theory is ωB97M-V/def2-TZVPD.

**Gap between HOMO and LUMO**: 10.2 eV
**SMILES**: [H]/N=C(/C)C#N.CCl

Structure (XYZ):
```
14
Properties=species:S:1:pos:R:3:lowdin_charge:R:1
H 1.17217 1.61133 -0.65016 0.06
N 1.43317 1.29826 0.27301 0.17
C 1.16214 0.07150 0.55102 -0.39
C 1.44744 -0.51521 1.89812 -0.02
C 0.66986 -0.87332 -0.42149 -0.17
N 0.13020 -1.56823 -1.14546 0.19
H 0.81187 -1.35094 2.08099 0.09
H 1.30702 0.19558 2.62383 0.06
H 2.44510 -0.65169 2.11465 0.07
C -1.99419 0.40280 -1.44760 -0.57
Cl -3.67397 -0.10539 -1.10235 0.44
H -2.00324 1.14260 -2.39284 0.08
H -1.40420 0.83378 -0.55610 0.04
H -1.50338 -0.49108 -1.82561 -0.04
```

*3*
This record from OMol25 describes an isolated molecule of C4H7ClN2. The level of theory is ωB97M-V/def2-TZVPD.

**Gap between HOMO and LUMO**: 9.4 eV
**SMILES**: C=C(/C=N/N)CCl

Structure (XYZ):
```
14
Properties=species:S:1:pos:R:3:lowdin_charge:R:1
C -1.02762 1.91827 -0.28682 0.04
C -0.78054 0.56221 -0.08445 -0.38
C 0.51037 0.04952 -0.46828 -0.22
N 1.13767 -0.89324 0.03526 -0.07
N 2.46527 -1.20214 0.12064 0.00
C -1.59829 -0.49847 0.62367 -0.65
Cl -2.02907 -1.77845 -0.37756 0.63
H -1.98810 2.46247 0.24012 0.11
H -0.15407 2.74185 -0.32388 0.10
H 0.99722 0.82007 -0.97167 0.09
H 3.15586 -0.82486 -0.60301 0.10
H 2.57308 -2.16701 -0.22555 0.09
H -2.55353 -0.26461 1.12987 0.08
H -0.70824 -0.92562 1.19166 0.08
```

*4*
This record from OMol25 describes an isolated molecule of C4H7ClN2. The level of theory is ωB97M-V/def2-TZVPD.

**Gap between HOMO and LUMO**: 11.1 eV
**SMILES**: CC[C@@](N)(Cl)C#N

Structure (XYZ):
```
14
Properties=species:S:1:pos:R:3:lowdin_charge:R:1
C -0.95428 -0.17303 1.38442 -0.09
C -0.34327 -0.17719 -0.04856 -0.23
C 1.14478 0.02483 -0.28742 -0.88
N 1.49527 0.01743 -1.70892 0.05
Cl 1.84979 1.54651 0.45804 0.62
C 1.87630 -1.08622 0.28484 -0.27
N 2.51825 -1.94914 0.71603 0.18
H -0.19499 0.42952 1.96782 0.07
H -1.01746 -1.12136 1.87862 0.06
H -1.90052 0.27302 1.50026 0.05
H -0.55137 -1.32472 -0.41483 0.18
H -0.85532 0.56491 -0.63701 0.10
H 1.00675 0.79822 -2.10289 0.07
H 2.46190 -0.12074 -1.93119 0.09
```

*4* is the most stable structure; the next one sits 0.0337 hartree above it.

*1*
This record from OMol25 describes a cluster of 2 separate species, C4H7ClN2 in total. The level of theory is ωB97M-V/def2-TZVPD.

**Gap between HOMO and LUMO (spin up / spin down)**: 8.6 / 8.6 eV

Structure (XYZ):
```
14
Properties=species:S:1:pos:R:3:lowdin_charge:R:1
C -1.88587 -0.44469 -0.69719 -0.56
C 0.34626 0.19949 1.41644 -0.09
C 0.80935 0.83584 -1.01641 -0.09
C 0.75815 -0.18372 0.05255 -0.16
N -2.64874 0.41260 -0.82664 0.14
N -0.94514 -1.33467 -0.69372 -0.44
Cl -1.12667 -2.69084 0.35282 0.57
H -0.50202 0.88303 1.39313 0.09
H 0.09993 -0.67067 2.02347 0.06
H 1.18008 0.71431 1.90032 0.10
H 0.91144 0.37074 -1.99462 0.09
H 1.67178 1.48893 -0.85774 0.10
H -0.08571 1.45593 -1.00530 0.08
H 1.41715 -1.03629 -0.04711 0.11
```

*2*
This record from OMol25 describes an isolated molecule of C4H7ClN2. The level of theory is ωB97M-V/def2-TZVPD.

**Gap between HOMO and LUMO (spin up / spin down)**: 7.2 / 7.6 eV

Structure (XYZ):
```
14
Properties=species:S:1:pos:R:3:lowdin_charge:R:1
C -0.23577 -1.44819 0.13132 -0.14
C 0.93922 -0.76303 -0.12272 -0.22
C 1.04053 0.68348 0.29608 -0.22
C -0.25521 1.44667 -0.09280 -0.33
N -0.89062 -2.42729 0.34043 0.22
N -1.38645 0.62491 0.45671 -0.58
Cl -2.77465 0.65997 -0.48044 0.46
H 1.95446 -1.21255 0.19204 0.16
H 1.03525 -0.72227 -1.28654 0.17
H 1.22753 0.66363 1.37922 0.11
H 1.98249 1.24552 -0.02590 0.13
H -0.48012 2.43799 0.14220 0.08
H -0.28588 1.39136 -1.15308 0.07
H -1.87076 -2.58019 0.22349 0.09
```

*3*
This record from OMol25 describes a structure of composition C4H7ClN2. The level of theory is ωB97M-V/def2-TZVPD.

**Gap between HOMO and LUMO**: 9.0 eV

Structure (XYZ):
```
14
Properties=species:S:1:pos:R:3:lowdin_charge:R:1
C -0.09040 -1.35027 -1.38694 -0.14
C -1.07058 -0.49569 -1.26426 -0.63
C 1.20751 -0.84608 -0.75718 -0.20
C -1.07341 1.41998 0.69684 -0.15
N 0.83044 0.12502 0.24413 -0.11
N -0.16273 0.90789 -0.28152 -0.13
Cl -2.66777 -0.31394 -1.68330 0.70
H -0.09067 -2.32270 -1.84279 0.10
H 1.80243 -1.64644 -0.31517 0.11
H 1.79542 -0.33296 -1.52307 0.11
H -1.86376 1.96764 0.18708 0.07
H -1.52108 0.63163 1.31697 0.08
H -0.53112 2.10290 1.35586 0.08
H 0.52275 -0.35873 1.09924 0.12
```

*1* is the most stable structure; the next one sits 0.0032 hartree above it.

*1*
This record from OMol25 describes a cluster of 2 separate species, C4H3NO in total. The level of theory is ωB97M-V/def2-TZVPD.

**Gap between HOMO and LUMO (spin up / spin down)**: 8.6 / 9.6 eV
**<S²>**: 2.018
**2S+1**: 3

Structure (XYZ):
```
9
Properties=species:S:1:pos:R:3:lowdin_charge:R:1
C -0.69509 -0.79566 1.16604 -0.16
C 0.55175 1.40661 -0.98922 0.03
C 1.01625 0.30757 -0.89798 -0.01
C -0.66556 -1.51120 0.06430 -0.25
N -0.63202 0.25204 1.80359 0.12
O -0.75705 -2.52065 -0.52849 0.13
H 0.08812 2.34766 -1.03715 0.03
H -0.43232 1.12506 1.30926 0.06
H 1.52592 -0.61144 -0.89036 0.04
```

*2*
This record from OMol25 describes a structure of composition C4H3NO. The level of theory is ωB97M-V/def2-TZVPD.

**Gap between HOMO and LUMO (spin up / spin down)**: 6.7 / 7.2 eV
**<S²>**: 2.052
**2S+1**: 3

Structure (XYZ):
```
9
Properties=species:S:1:pos:R:3:lowdin_charge:R:1
C 0.10050 -1.53383 0.15801 0.16
C -1.00698 0.14882 0.30370 -0.10
C 1.28054 -1.05330 -0.14998 -0.23
C 1.66257 0.31627 0.00310 -0.31
N -1.97490 0.60726 -0.18780 0.14
O 2.70725 0.92253 -0.01312 0.06
H 1.84570 -1.76879 -0.75048 0.10
H 0.55109 0.73470 0.13918 0.06
H -2.64078 1.25474 -0.65035 0.12
```

*1* is the most stable structure; the next one sits 0.1116 hartree above it.

*1*
This record from OMol25 describes the ion C6H14NO with charge -1. The level of theory is ωB97M-V/def2-TZVPD.

**Charge**: -1
**Gap between HOMO and LUMO**: 5.9 eV
**SMILES**: CC(C)C[C@H](N)C[O-]

Structure (XYZ):
```
22
Properties=species:S:1:pos:R:3:lowdin_charge:R:1
C -0.88812 -1.82348 -0.43270 -0.12
C 0.13674 -1.06267 0.35407 -0.47
C 1.16429 -2.06357 0.83895 -0.11
C 0.79140 0.10063 -0.52574 -0.12
C -0.26336 1.27705 -0.48369 -0.40
N -0.04329 2.29654 -1.51101 0.00
C -0.50738 1.92415 0.95771 -0.50
O -1.15004 3.09412 0.80615 -0.37
H -0.40179 -2.30935 -1.30134 0.08
H -1.71396 -1.21128 -0.79009 0.07
H -1.35778 -2.68522 0.03558 0.06
H -0.38791 -0.46718 1.17766 0.12
H 1.90758 -1.69177 1.52475 0.06
H 0.47344 -2.79970 1.38143 0.09
H 1.65037 -2.48638 -0.06077 0.08
H 1.74161 0.19580 -0.03292 0.09
H 0.71422 -0.31331 -1.54333 0.10
H -1.21429 0.79257 -0.72641 0.10
H -0.92872 2.80069 -1.59070 0.05
H 0.54360 3.04194 -1.14127 0.05
H -0.83328 1.25037 1.73314 0.05
H 0.56669 2.14002 1.33054 0.09
```

*2*
This record from OMol25 describes a cluster of 2 separate species, C6H14NO in total. The level of theory is ωB97M-V/def2-TZVPD.

**Charge**: -1
**Gap between HOMO and LUMO**: 4.7 eV

Structure (XYZ):
```
22
Properties=species:S:1:pos:R:3:lowdin_charge:R:1
C 0.76982 -0.97250 -0.69263 -0.24
C 0.96261 -0.54067 -2.17605 -0.20
C -0.30653 0.36538 -2.62300 -0.53
O -1.57492 -0.05375 -2.33238 -0.41
C 1.00699 0.04288 0.45462 -0.37
N 1.00108 -0.63309 1.71931 0.00
C -1.87191 0.11894 1.79140 -0.03
C 0.61631 0.42475 2.43418 -0.20
H 1.42902 -1.80506 -0.39774 0.09
H -0.24781 -1.35155 -0.58207 0.09
H 0.79401 -1.41635 -2.77049 0.06
H 1.96352 -0.09658 -2.45169 0.09
H -0.12512 0.86589 -3.74304 0.09
H -0.72923 1.04310 -1.84145 0.05
H 2.05286 0.55808 0.23749 0.15
H 0.30769 0.79871 0.12363 0.08
H -2.44510 0.65868 2.73378 0.09
H -2.15141 0.53062 0.83363 0.02
H -2.11982 -0.88176 1.78810 0.00
H 0.51589 0.48868 3.54414 0.08
H 0.90242 1.51181 2.10230 0.13
H -0.75036 0.34377 1.84796 -0.06
```

*1* is the most stable structure; the next one sits 0.1983 hartree above it.

*1*
This record from OMol25 describes a structure of composition C6H14NO. The level of theory is ωB97M-V/def2-TZVPD.

**Charge**: -1
**Gap between HOMO and LUMO**: 5.5 eV

Structure (XYZ):
```
22
Properties=species:S:1:pos:R:3:lowdin_charge:R:1
C 0.77680 -0.16902 0.60014 -0.14
C 1.66190 -0.49923 -0.66410 -0.25
C 2.69241 0.62169 -1.01613 -0.49
O 3.11877 1.25367 0.12656 -0.42
C 0.16223 -0.28061 -0.78186 -0.22
N -2.40926 0.24951 -0.91896 0.00
C -2.83479 -0.28475 0.24046 -0.33
C -4.00678 0.38320 1.00807 -0.09
H 1.00874 0.78023 1.03330 0.06
H 0.72855 -0.97340 1.34384 0.08
H 4.83619 -1.11936 0.56233 0.01
H 1.91719 -1.45897 -0.61449 0.05
H 3.49998 0.24736 -1.63260 0.05
H 2.06516 1.25256 -1.74799 0.08
H -0.50420 -1.15224 -0.98229 0.08
H -0.18244 0.61659 -1.25672 0.06
H 4.45827 -0.40456 0.61220 0.01
H -1.86250 0.58944 0.06685 0.12
H -2.50967 -1.30002 0.63119 0.12
H -4.63031 0.82509 0.20989 0.07
H -4.51281 -0.36174 1.58016 0.04
H -3.47341 1.18455 1.60016 0.09
```

*2*
This record from OMol25 describes the ion C6H14NO with charge -1. The level of theory is ωB97M-V/def2-TZVPD.

**Charge**: -1
**Gap between HOMO and LUMO**: 5.4 eV
**SMILES**: NCCCCCC[O-]

Structure (XYZ):
```
22
Properties=species:S:1:pos:R:3:lowdin_charge:R:1
N -2.10649 -1.64331 -1.80952 0.00
C -0.92449 -0.96204 -2.26363 -0.31
C -0.90721 0.46823 -1.57096 -0.26
C -0.64507 0.39109 -0.12308 -0.27
C 0.81573 0.65051 0.39294 -0.24
C 1.04342 -0.07376 1.72894 -0.23
C 1.90413 0.76831 2.78552 -0.61
O 1.81600 0.19630 3.94062 -0.34
H -2.20577 -1.52904 -0.85614 0.03
H -2.75105 -1.79118 -2.51814 0.04
H 0.04522 -1.55407 -2.09999 0.11
H -0.84728 -0.56152 -3.40555 0.13
H -1.83300 0.92188 -1.88968 0.09
H -0.06614 1.06430 -2.09586 0.12
H -1.31747 1.11318 0.38935 0.11
H -0.79230 -0.62768 0.44917 0.12
H 1.11448 1.70668 0.40743 0.09
H 1.52178 0.17952 -0.41034 0.12
H 0.15696 -0.41369 2.23851 0.08
H 1.70131 -0.95614 1.55781 0.10
H 2.89256 0.89363 2.43590 0.05
H 1.38468 1.75882 2.71669 0.07
```

*2* is the most stable structure; the next one sits 0.1726 hartree above it.